#i
Below is a 5-piece molecular cluster, C2H14O4 overall, with properties calculated with ωB97M-V/def2-TZVPD.

Results
E_HOMO: -10.836 eV
M: 102.13 g/mol
SMILES string: CC.O.O.O.O
Charge: 0
Spin multiplicity: 1

Each line ends with the Mulliken charge.
Cartesian coordinates (Å):
C -0.61068 0.56003 -3.07375  -0.5759
C -1.68144 -0.43550 -3.51975  -0.8375
H 0.26279 0.37530 -3.74967  0.2709
H -0.32538 0.38614 -2.01751  -0.0217
H -0.78320 1.63496 -3.23541  0.3506
H -2.50884 -0.29740 -2.80979  0.2680
H -2.14472 -0.09256 -4.43558  0.3046
H -1.36544 -1.59058 -3.57293  0.2196
H 1.43671 -2.71513 0.09012  0.2906
H 2.04715 -2.61255 1.42756  0.2860
O 1.49379 -2.23553 0.87483  -0.6001
H -1.03443 0.63777 2.45759  0.3362
H -1.47021 1.49903 3.70902  0.3072
O -1.62113 1.23976 2.77885  -0.6250
H 1.01229 1.36858 -0.61447  0.3045
H 2.43160 1.75410 -0.36138  0.3059
O 1.57984 2.05363 -0.69928  -0.5894
H 0.28206 -1.66030 2.36235  0.3522
H 1.22353 -0.41592 2.77615  0.3116
O 0.38359 -0.93519 2.98747  -0.6583



#ii
Below is a 5-piece molecular cluster, C2H14O4 overall, with properties calculated with ωB97M-V/def2-TZVPD.

Results
E_HOMO: -11.158 eV
M: 102.13 g/mol
SMILES string: CC.O.O.O.O
Charge: 0
Spin multiplicity: 1

Each line ends with the Mulliken charge.
Cartesian coordinates (Å):
C -3.35134 2.31754 -2.10582  -0.8661
C -2.43396 1.39360 -2.93492  -0.6901
H -3.80105 1.79248 -1.26945  0.2804
H -4.12538 2.76561 -2.71807  0.2960
H -2.76868 3.13503 -1.67434  0.2716
H -2.08614 1.93576 -3.80925  0.2736
H -1.61360 1.08622 -2.30801  0.1742
H -3.02579 0.55301 -3.28777  0.2634
H 3.48471 0.29324 1.69043  0.3448
H 3.07674 0.71434 3.11981  0.3302
O 2.72621 0.43156 2.26985  -0.7243
H 3.35783 -3.16783 1.54797  0.3102
H 3.42072 -2.93600 0.04710  0.3189
O 3.93721 -2.82766 0.85063  -0.6508
H -0.12846 -0.66573 1.52251  0.3190
H -0.48757 -0.31549 0.11234  0.3005
O -0.83344 -0.80516 0.87051  -0.6302
H 2.06170 -1.27118 2.50904  0.4250
H 0.92807 -2.26974 3.09089  0.2990
O 1.66225 -2.15961 2.47655  -0.6452



Winner for stability: #ii



#i
Below is one molecule with the formula C2H3FO2, with properties calculated with ωB97M-V/def2-TZVPD.

Results
E_HOMO: -11.381 eV
M: 78.04 g/mol
SMILES string: O[C@@]1(F)CO1
Charge: 0
Spin multiplicity: 1

Each line ends with the Mulliken charge.
Cartesian coordinates (Å):
C -0.87598 -0.58207 0.25967  -0.5195
C 0.34699 0.04791 -0.00907  0.9042
O -0.23694 -0.56532 -1.04334  -0.3916
O 0.51648 1.39780 0.09226  -0.4707
F 1.68391 -0.69467 0.21362  -0.3438
H -1.10467 -1.64841 0.65634  0.2496
H -1.57795 0.23842 0.25845  0.2174
H 1.24815 1.80633 -0.42793  0.3543



#ii
Below is a 2-piece molecular cluster, C2H3FO2 overall, with properties calculated with ωB97M-V/def2-TZVPD.

Results
E_HOMO: -9.952 eV
M: 78.04 g/mol
SMILES string: O=CF.C=O
Charge: 0
Spin multiplicity: 1

Each line ends with the Mulliken charge.
Cartesian coordinates (Å):
C 1.26946 1.00380 -0.65535  -0.0920
C -1.19972 -0.95243 0.58979  0.3295
O 1.37031 0.39834 0.32990  -0.3374
O -1.31196 0.00625 -0.06191  -0.4062
F -0.58622 -2.02896 0.26141  -0.1878
H 1.58337 2.09093 -0.72157  0.2174
H 0.47927 0.71605 -1.38265  0.2059
H -1.60451 -1.23400 1.64037  0.2705



#iii
Below is one molecule with the formula C2H3FO2, with properties calculated with ωB97M-V/def2-TZVPD.

Results
E_HOMO: -10.595 eV
M: 78.04 g/mol
SMILES string: O=CCOF
Charge: 0
Spin multiplicity: 1

Each line ends with the Mulliken charge.
Cartesian coordinates (Å):
C -1.01385 0.66162 0.09515  0.0906
C 0.09916 -0.37581 -0.10494  -0.3042
O -0.99622 1.87219 0.02955  -0.4547
O 1.35205 0.26382 -0.23661  -0.1088
F 2.45301 -0.62496 0.17264  -0.1858
H -1.81474 -0.00401 0.28423  0.3395
H -0.30097 -0.84440 -1.00042  0.2726
H 0.22156 -0.94846 0.76039  0.3507



Winner for stability: #ii